# 1
The following is a quantum chemistry calculation of C50H63F3N3OOsSSbSi3 as an isolated structure, from the OMol25 dataset.

Element x y z (Å)
Os1 -0.8430 0.3039 0.9062
Sb1 0.9049 0.9744 -2.8499
S1 1.4874 0.8136 0.6628
Si1 4.6382 -0.6976 1.9431
Si2 -0.1049 2.2088 3.5935
Si3 -3.0509 0.7957 -1.6010
F1 5.7675 4.9026 -2.6540
F2 3.3513 -4.7945 -2.8955
F3 0.4571 1.5478 -9.0678
O1 -1.8151 -1.3385 0.5803
N1 0.4507 -1.0050 1.9937
N2 -1.0283 1.8290 2.0826
N3 -2.2830 1.2859 -0.0699
C1 -2.0448 -4.1969 -1.6586
C2 1.0644 0.9144 4.2542
C3 1.9712 -3.1645 -3.8782
C4 1.8462 -0.9575 -2.8757
C5 5.0012 2.6858 -2.5108
C6 -3.7285 -4.5028 2.4669
C7 -5.0815 -0.3791 2.7595
C8 -2.8027 2.3459 0.6223
C9 -1.3293 2.4617 5.0081
C10 -3.3088 -2.1181 2.3082
C11 2.4221 3.5966 -2.9807
C12 -2.1790 -3.6728 0.7908
C13 2.6077 -2.3845 2.9129
C14 3.9369 1.7936 -2.5606
C15 1.7639 1.0227 -7.1871
C16 1.6929 -0.6246 1.6429
C17 -4.7638 0.1186 -1.2395
C18 -2.4077 3.8723 2.4703
C19 -1.2547 -4.0786 -0.3519
C20 1.8539 0.8803 -5.8121
C21 0.5509 1.4057 -7.7301
C22 3.4690 4.5050 -2.9425
C23 -2.4349 -2.3523 1.2230
C24 -2.8486 -4.7151 1.4207
C25 2.8425 -1.2815 2.0898
C26 0.2577 -2.0545 2.7901
C27 4.7421 4.0265 -2.7014
C28 5.0399 0.2201 0.3685
C29 -0.5622 1.6479 -6.9548
C30 4.9420 0.4374 3.4047
C31 -3.4937 4.6238 2.0881
C32 -3.9366 -3.2090 2.9019
C33 2.6398 2.2330 -2.7885
C34 -2.1623 -0.5731 -2.5224
C35 2.7218 -1.3899 -1.8814
C36 0.7517 1.1123 -4.9888
C37 -3.9435 3.1012 0.2810
C38 -3.6036 -0.7467 2.8900
C39 1.4718 -1.8691 -3.8642
C40 -3.1544 -0.6697 4.3514
C41 3.2452 -2.6755 -1.8855
C42 -4.2821 4.2167 1.0069
C43 1.3262 -2.7823 3.2700
C44 5.7339 -2.2145 2.0628
C45 -3.1122 2.2475 -2.7955
C46 -2.0771 2.6948 1.7772
C47 0.0361 -3.2882 -0.5563
C48 -0.4487 1.4980 -5.5765
C49 0.9297 3.7262 3.2276
C50 2.8592 -3.5382 -2.8902
H1 -3.0409 0.0083 2.3475
H2 2.8018 0.5849 -5.3762
H3 1.3420 1.3040 5.2397
H4 -5.3055 -0.0310 -2.1777
H5 2.6105 0.8472 -7.8370
H6 0.3514 4.6416 3.1035
H7 5.1140 -0.4487 -0.4908
H8 -4.2345 -5.3333 2.9408
H9 4.5027 0.0382 4.3211
H10 -3.4480 1.8819 -3.7705
H11 1.6412 3.8823 4.0430
H12 5.7532 -2.6394 3.0679
H13 -1.8198 4.2076 3.3091
H14 1.5030 3.5616 2.3130
H15 -1.4694 -1.1423 -1.9081
H16 2.9992 -0.7219 -1.0776
H17 1.4195 3.9697 -3.1654
H18 -3.7404 5.5262 2.6314
H19 -1.2702 3.4718 5.4192
H20 -2.6570 -5.7268 1.0794
H21 -0.7667 -2.3057 3.0290
H22 1.6856 -3.8756 -4.6417
H23 -4.6143 -3.0309 3.7289
H24 6.0180 0.6923 0.4991
H25 -1.6374 -0.2020 -3.4040
H26 -1.3891 -4.5019 -2.4778
H27 0.6119 -0.0630 4.4164
H28 0.6013 -3.1902 0.3707
H29 -1.3210 1.6885 -4.9619
H30 -1.0992 1.7643 5.8163
H31 -2.9300 -1.2650 -2.8792
H32 3.3123 5.5644 -3.0936
H33 -1.4904 1.9467 -7.4227
H34 5.4182 -2.9978 1.3708
H35 -4.6667 -0.8581 -0.7571
H36 -5.3735 0.7526 -0.5970
H37 -0.9342 -5.0924 -0.0895
H38 -5.7132 -1.0906 3.2961
H39 -2.1026 2.6481 -2.9205
H40 4.1403 0.7385 -2.4391
H41 -2.3606 2.2955 4.7021
H42 4.3213 1.0069 0.1401
H43 6.0143 0.5630 3.5719
H44 1.9802 0.8063 3.6796
H45 -5.2652 0.6157 3.1717
H46 3.9300 -3.0133 -1.1184
H47 -2.8434 -4.9341 -1.5628
H48 3.4495 -2.9466 3.3014
H49 4.5142 1.4273 3.2312
H50 6.0148 2.3527 -2.3320
H51 0.6638 -3.8264 -1.2680
H52 0.7864 -1.5721 -4.6490
H53 -0.1298 -2.2907 -0.9611
H54 -3.7593 3.0722 -2.5067
H55 -5.1557 4.7922 0.7292
H56 -5.3895 -0.3763 1.7163
H57 -4.5583 2.8141 -0.5574
H58 -3.7296 -1.3504 4.9823
H59 1.1581 -3.6345 3.9124
H60 -2.5006 -3.2471 -1.9261
H61 6.7600 -1.9405 1.8080
H62 -2.0984 -0.9314 4.4584
H63 -3.2955 0.3386 4.7413

Output
- ΔE to the lowest compared entry with this formula, charge and spin: 0.00 kcal/mol
- E_tot: -4079.94822 hartree
- Frontier orbital gap (alpha / beta): 6.6 / 6.6 eV
- LUMO (alpha / beta): -0.787 / -0.785 eV
- Multiplicity: 1

Here are the Löwdin charges for atoms 1 to 4, given in e: 1.27 1.49 0.63 0.52

---

# 2
The following is a quantum chemistry calculation of C35H52AsO2P3Yb as an isolated structure, from the OMol25 dataset.

Element x y z (Å)
Yb1 0.0954 0.5820 -0.1136
As1 2.1931 -0.8742 2.4970
P1 1.9991 0.7466 -2.2422
P2 -1.2384 3.3989 0.1784
P3 -2.0336 -0.3530 1.5646
O1 1.4716 0.3075 1.4439
O2 -1.5135 0.6495 -3.5996
C1 -2.9186 2.2145 -7.2447
C2 4.8274 -1.2293 3.6683
C3 0.0030 -0.4248 6.6640
C4 -2.8081 2.3206 -4.8053
C5 1.0978 -1.8606 5.0409
C6 1.0017 0.5416 4.6812
C7 -0.9552 -3.8288 -2.2222
C8 0.3246 0.6985 5.8943
C9 -1.4117 0.7344 -6.0038
C10 -2.1098 -0.0554 3.3713
C11 6.1818 -0.9322 3.8577
C12 -1.9003 -3.0374 -2.7594
C13 -2.0030 -2.1871 1.5871
C14 0.4064 -1.6985 6.2494
C15 -1.9216 1.2308 -4.7973
C16 -2.6237 3.9111 -0.9271
C17 -3.3003 2.8016 -6.0235
C18 1.3389 -0.7409 4.2303
C19 -1.9417 1.2028 -7.2221
C20 -0.1074 4.7620 -0.3126
C21 1.4160 1.4751 -3.8151
C22 2.2915 -5.0211 0.1956
C23 2.4987 -0.8713 -2.9560
C24 2.1753 -2.5787 1.5601
C25 3.1036 -3.9550 -0.2114
C26 1.4186 -4.8656 1.2799
C27 3.5577 1.7086 -2.1562
C28 3.0604 -2.7391 0.4834
C29 5.9594 1.0014 2.4060
C30 -3.7838 -0.0237 1.1409
C31 -1.8956 4.1754 1.7141
C32 4.6021 0.7106 2.2127
C33 6.7482 0.1749 3.2154
C34 1.3685 -3.6471 1.9741
C35 4.0526 -0.4220 2.8195
H1 3.2093 -1.3993 -2.3077
H2 -0.5968 0.0079 -5.9818
H3 -3.0690 -0.4173 3.7707
H4 2.9371 -0.7346 -3.9557
H5 -1.6532 -2.5649 0.6135
H6 0.1854 -2.5733 6.8673
H7 -1.6634 -2.3626 -3.5935
H8 0.0558 -3.9130 -2.6502
H9 3.7194 -1.9153 0.1980
H10 -1.2786 -0.5699 3.8713
H11 -3.0108 -2.5766 1.7868
H12 4.0995 1.6612 -3.1117
H13 3.2951 2.7577 -1.9505
H14 6.7871 -1.5743 4.5024
H15 -3.9936 3.6346 -6.0446
H16 -0.5237 5.7441 -0.0409
H17 1.6002 -1.5021 -3.0454
H18 0.7084 -3.5322 2.8350
H19 0.7755 -5.6956 1.5869
H20 -1.1900 -4.5170 -1.3950
H21 3.7767 -4.0669 -1.0675
H22 -4.0351 -0.5326 0.2016
H23 -2.0291 5.2651 1.6175
H24 0.0439 4.7089 -1.3982
H25 -2.1849 0.7861 -2.8948
H26 -2.2680 3.9980 -1.9628
H27 0.8584 4.6251 0.1912
H28 2.2460 1.5410 -4.5334
H29 -3.9066 1.0603 1.0103
H30 -2.0198 1.0238 3.5585
H31 -3.3399 2.5603 -8.1973
H32 -1.3139 -2.5420 2.3663
H33 4.3743 -2.0874 4.1677
H34 0.0347 1.6973 6.2281
H35 2.3392 -5.9735 -0.3370
H36 -2.9759 4.8934 -0.5929
H37 3.9743 1.3568 1.5932
H38 -2.8599 3.7119 1.9653
H39 6.4024 1.8729 1.9190
H40 -3.4547 3.1919 -0.8727
H41 1.0260 2.4815 -3.6315
H42 -0.5513 -0.3027 7.5969
H43 -1.5839 0.7798 -8.1652
H44 -3.0970 2.7846 -3.8611
H45 -1.1644 3.9607 2.5043
H46 7.8105 0.3908 3.3485
H47 4.1982 1.3521 -1.3396
H48 -2.9123 -2.9901 -2.3363
H49 -4.4427 -0.3714 1.9479
H50 0.5872 0.8809 -4.2161
H51 1.2437 1.4107 4.0663
H52 1.4459 -2.8470 4.7351

Output
- ΔE to the lowest compared entry with this formula, charge and spin: 0.00 kcal/mol
- E_tot: -5932.95593 hartree
- Frontier orbital gap (alpha / beta): 5.7 / 4.2 eV
- LUMO (alpha / beta): -9.169 / -10.697 eV
- Net charge: +3
- Multiplicity: 2

Here are the Löwdin charges for atoms 1 to 4, given in e: 1.43 1.31 0.71 0.72

---

# 3
The following is a quantum chemistry calculation of C42H90N3O15PS as an isolated structure, from the OMol25 dataset.

Element x y z (Å)
S1 1.3176 -4.1582 3.3518
P1 1.0049 -1.4426 2.7502
O1 5.0361 -5.7931 7.6783
O2 2.8863 -4.5096 2.6965
O3 7.8729 -2.2055 1.4391
O4 0.8985 5.7735 -2.6407
O5 8.7649 3.7656 -7.3011
O6 -0.4615 2.3090 1.0570
O7 -2.6514 -2.1360 4.4324
O8 0.5052 -5.5054 3.4411
O9 -7.7041 -2.3216 4.1475
O10 0.4809 -3.0454 2.3153
O11 3.9123 4.5344 -6.6088
O12 -9.4753 1.5531 -3.9815
O13 -7.9080 -2.2134 -0.1201
O14 -5.9183 -5.5655 0.3585
O15 -1.4318 9.4263 -5.3357
N1 6.1598 -4.9139 4.5234
N2 5.0589 -2.7253 4.9271
N3 5.6124 -3.4104 2.6533
C1 -11.3218 2.3116 -5.2916
C2 -1.7031 10.3942 -3.1699
C3 9.3545 4.3059 -8.2356
C4 10.7057 3.8233 -8.6908
C5 -8.7018 -2.9736 3.8436
C6 -11.4451 0.2152 -3.8048
C7 5.7557 3.1336 -7.1926
C8 -7.3184 -1.6731 -1.0546
C9 4.3216 -4.9276 9.7859
C10 -4.2736 -7.0879 1.1824
C11 -2.7215 -4.1980 3.2304
C12 2.5503 -0.9165 1.7513
C13 5.3531 -5.4221 8.8073
C14 3.3190 2.5214 -7.7476
C15 -0.0605 -1.4226 5.5536
C16 4.2946 3.4908 -7.1355
C17 -4.8217 -2.7788 3.6724
C18 -1.4638 4.4738 0.9565
C19 1.3059 -1.2399 4.6256
C20 -10.6420 1.3760 -4.3280
C21 2.7313 0.7094 1.9878
C22 8.7524 5.4751 -8.9680
C23 8.4625 -1.6653 0.5046
C24 7.8604 -0.4960 -0.2278
C25 -7.9205 -0.5039 -1.7870
C26 6.7874 -5.4452 9.2636
C27 -5.9672 -2.1557 -1.5099
C28 -9.5930 -3.5752 4.8972
C29 -0.6130 3.3523 0.4235
C30 1.4881 6.3137 -3.5752
C31 -2.1887 9.9619 -4.5276
C32 0.8860 7.4830 -4.3076
C33 5.1036 -3.9282 3.9803
C34 -3.3363 -2.9629 3.8325
C35 9.8137 -2.1478 0.0494
C36 -3.6361 10.2102 -4.8582
C37 0.0456 3.5567 -0.9146
C38 -5.6176 -6.4101 1.2006
C39 2.8393 5.8312 -4.0305
C40 3.7004 -4.7731 3.9072
C41 -9.0786 -3.2005 2.4041
C42 -6.5795 -6.8058 2.2888
H1 2.3013 2.9096 -7.6328
H2 -2.2922 4.6697 0.2710
H3 -3.7381 -6.8759 2.1111
H4 -10.0642 -2.7719 2.2060
H5 -3.6848 -6.7036 0.3427
H6 -6.0212 -2.4835 -2.5510
H7 2.7749 0.9699 3.1399
H8 3.3313 -4.9669 9.3200
H9 9.7597 -2.4757 -0.9918
H10 10.5502 -1.3479 0.1589
H11 -5.3522 -3.6079 4.1474
H12 8.5098 0.3775 -0.1306
H13 -0.8556 5.3727 1.0854
H14 6.1123 -5.8178 3.9679
H15 5.9302 2.1961 -6.6587
H16 2.1319 -1.9757 5.0705
H17 4.5376 -3.8925 10.0619
H18 8.6114 5.2209 -10.0215
H19 -12.3177 0.5830 -3.2594
H20 -3.8472 11.2818 -4.8207
H21 1.7453 -0.1458 4.8108
H22 -10.8266 -0.3745 -3.1198
H23 1.5355 8.3566 -4.2104
H24 2.4735 -1.1606 0.5957
H25 6.3416 3.9246 -6.7124
H26 3.9216 -5.9446 3.9372
H27 -8.3457 -2.7090 1.7554
H28 -10.6015 -3.1633 4.8102
H29 -1.8750 4.1862 1.9300
H30 3.0560 -4.5031 4.8703
H31 0.6278 2.6656 -1.1724
H32 6.8847 -0.2577 0.2089
H33 0.7210 4.4146 -0.8691
H34 -5.1259 -1.8447 4.1567
H35 3.4718 -1.4876 2.1935
H36 6.6723 -3.4559 2.7242
H37 1.7347 1.2070 1.5803
H38 -6.1467 -6.5812 3.2669
H39 -1.6434 -4.1978 3.4238
H40 6.0041 -2.5444 5.3505
H41 -7.2711 0.3697 -1.6898
H42 -3.1583 -5.0903 3.6857
H43 5.8330 -5.0905 5.5065
H44 -8.8962 -0.2655 -1.3503
H45 3.6949 1.0617 1.3969
H46 -5.2307 -1.3557 -1.4003
H47 -3.8446 9.8471 -5.8702
H48 -2.2565 9.8636 -2.3912
H49 -7.5080 -6.2358 2.1772
H50 -8.0614 -0.7581 -2.8405
H51 -9.1987 -3.3302 5.8891
H52 3.1490 4.9824 -3.4114
H53 -11.6276 1.7648 -6.1871
H54 6.8917 -6.1057 10.1281
H55 4.3160 -5.5650 10.6736
H56 -0.1353 -2.4878 6.0515
H57 7.1132 -4.4330 9.5163
H58 10.6517 3.4954 -9.7320
H59 -1.8281 11.4740 -3.0572
H60 -2.8829 -4.2042 2.1495
H61 2.7853 5.5033 -5.0717
H62 3.5305 2.4047 -8.8134
H63 -9.0778 -4.2711 2.1841
H64 -12.1890 2.7728 -4.8124
H65 11.4422 4.6233 -8.5813
H66 3.3849 1.5567 -7.2386
H67 -9.6152 -4.6624 4.7883
H68 7.7195 -0.7503 -1.2813
H69 5.4268 -2.3647 2.6025
H70 7.7767 5.7134 -8.5313
H71 0.0111 -0.6292 6.4237
H72 -5.0768 -2.7218 2.6113
H73 3.5758 6.6312 -3.9209
H74 -10.6221 3.1014 -5.5851
H75 7.4197 -5.8250 8.4540
H76 -4.2757 9.6713 -4.1546
H77 -6.8113 -7.8709 2.2105
H78 10.1234 -2.9966 0.6685
H79 -11.7564 -0.4249 -4.6340
H80 -4.4028 -8.1656 1.0549
H81 -0.9747 -1.2234 4.8354
H82 11.0153 2.9745 -8.0717
H83 -0.6396 10.1523 -3.0709
H84 6.0759 3.0442 -8.2337
H85 -0.7154 3.7117 -1.6834
H86 9.4018 6.3487 -8.8708
H87 -5.6575 -3.0044 -0.8907
H88 -0.0897 7.7213 -3.8709
H89 0.7451 7.2288 -5.3611
H90 4.3296 -2.8781 5.6789

Output
- ΔE to the lowest compared entry with this formula, charge and spin: 110.61 kcal/mol
- E_tot: -3686.49121 hartree
- Frontier orbital gap: 7.9 eV
- LUMO: 0.606 eV
- Multiplicity: 1

Here are the Löwdin charges for atoms 1 to 4, given in e: 0.95 0.90 0.04 -0.37

---

# 4
The following is a quantum chemistry calculation of a 7-piece molecular cluster, C32H72Cl6O15 overall, from the OMol25 dataset.

Element x y z (Å)
Cl1 18.2491 10.4630 17.0179
Cl2 21.4750 14.1838 16.0347
Cl3 18.6433 9.5796 19.8201
Cl4 19.9401 8.2517 17.6050
Cl5 18.8253 14.5153 14.8738
Cl6 19.9320 16.6075 16.6384
O1 24.9441 17.5628 13.1313
O2 24.9625 12.9157 15.1751
O3 19.7307 13.4638 19.1270
O4 16.3764 18.1887 13.1016
O5 23.3901 10.3774 14.8728
O6 25.3590 13.6159 17.7257
O7 22.7170 15.4807 13.3534
O8 18.6098 16.7404 11.4123
O9 14.8917 20.4572 14.4289
O10 18.0864 12.0100 12.5843
O11 22.1024 13.1587 11.6682
O12 15.4098 12.5702 14.8429
O13 17.3486 14.5950 17.8217
O14 12.9577 12.6330 12.7512
O15 21.8014 11.7803 18.6367
C1 21.5576 15.4543 12.4882
C2 24.3207 12.4368 14.0022
C3 12.9242 12.3619 14.1307
C4 17.7919 18.1281 13.2997
C5 22.2672 13.3484 10.2513
C6 19.8850 14.8349 16.2606
C7 15.9884 14.5270 17.3231
C8 23.5520 17.8903 13.2451
C9 22.8427 16.7125 14.0071
C10 26.0832 12.3614 17.8287
C11 25.3992 17.4292 11.7934
C12 22.0909 12.9301 19.3555
C13 18.5219 17.9982 11.9624
C14 17.3753 13.8270 19.0194
C15 17.4290 15.9925 11.4011
C16 20.8470 13.2860 20.1017
C17 24.8468 14.2530 15.4699
C18 19.2244 11.1378 12.6159
C19 18.6500 14.0911 19.7571
C20 12.1407 11.6913 12.0014
C21 22.9074 11.4309 17.8047
C22 24.3874 10.9314 14.0350
C23 15.6684 18.2384 14.3184
C24 15.9922 12.6979 13.5537
C25 19.3580 9.8341 18.1884
C26 21.1786 14.0046 12.2748
C27 14.4484 19.1232 14.2353
C28 17.1819 11.7666 13.6064
C29 25.7735 14.4488 16.6312
C30 14.0880 13.1302 14.8699
C31 22.0618 10.3812 14.3455
C32 13.9263 21.5067 14.1870
H1 17.0846 15.7317 12.4503
H2 18.8529 10.0767 12.4337
H3 25.3205 10.6298 14.4119
H4 20.2084 14.1470 11.7165
H5 19.4584 14.3542 17.0854
H6 15.3580 15.0066 18.1240
H7 21.8106 15.9802 11.6004
H8 25.1323 14.8887 14.5921
H9 26.8311 14.3577 16.3561
H10 23.3713 16.6080 14.9733
H11 12.0508 12.1125 10.9299
H12 16.5971 16.4126 10.8213
H13 25.4787 11.6665 17.2317
H14 13.3983 21.2892 13.2898
H15 14.2043 14.1834 14.5140
H16 23.3396 18.7833 13.8346
H17 16.8463 10.7386 13.5040
H18 22.2908 13.8086 18.6941
H19 27.0305 12.4335 17.4253
H20 23.0678 12.6557 9.9983
H21 15.8946 14.9787 16.3523
H22 22.0029 9.7389 13.4725
H23 19.7418 11.1017 13.6363
H24 21.3057 13.2330 9.7602
H25 21.1409 14.1490 20.6906
H26 17.5686 15.0841 10.8549
H27 26.0405 12.1465 18.8879
H28 22.9464 12.8706 20.0820
H29 22.5087 10.5383 17.2078
H30 21.4643 10.1319 15.2283
H31 18.8624 15.2112 19.8712
H32 24.7949 16.8295 11.1508
H33 19.5475 18.2791 12.3050
H34 18.0979 18.7103 11.2435
H35 12.8073 10.8706 11.8085
H36 20.4580 12.5282 20.7648
H37 24.3156 10.4730 13.0117
H38 12.0038 12.6779 14.5957
H39 24.8550 12.8408 13.1417
H40 19.9331 11.5217 11.8389
H41 23.7679 14.4958 15.6859
H42 25.5980 15.4004 17.0056
H43 16.4834 14.1123 19.6412
H44 15.6238 13.5301 17.1849
H45 23.2822 12.8546 13.9360
H46 23.1238 17.8891 12.2698
H47 20.6977 15.9651 12.9403
H48 25.5384 18.4343 11.3030
H49 13.1752 21.5387 15.0144
H50 18.0930 17.2827 13.9889
H51 20.8932 13.5934 13.1918
H52 13.8289 13.1606 15.9966
H53 23.7168 10.9482 18.3779
H54 16.3131 13.7117 13.3138
H55 13.9864 18.9605 13.2538
H56 21.8594 17.1623 14.2586
H57 17.2758 12.7812 18.7578
H58 14.4637 22.4420 14.2410
H59 15.4110 17.2423 14.6327
H60 20.2073 10.4906 18.3140
H61 26.3841 17.0192 11.8150
H62 18.1463 19.0308 13.7880
H63 13.2525 11.2702 14.3114
H64 18.4993 13.6527 20.7861
H65 23.2887 12.2522 17.1655
H66 13.6307 18.8581 14.9558
H67 21.7144 11.4383 14.0083
H68 22.6844 14.3181 10.0258
H69 11.1492 11.5896 12.3577
H70 17.5291 12.0960 14.6470
H71 15.2897 12.3943 12.7683
H72 16.3508 18.5398 15.0997

Output
- E_tot: -5151.81476 hartree
- Frontier orbital gap: 9.7 eV
- SMILES: COCCOCCOC.COCCOCCOC.COCCOCCOC.COCCOCCOC.COCCOCCOC.ClC(Cl)Cl.ClC(Cl)Cl
- LUMO: 0.629 eV
- Multiplicity: 1

Here are the Löwdin charges for atoms 1 to 4, given in e: 0.59 0.73 0.50 0.50